[1]
{
  "formula": "C2H9N2O",
  "method": "wB97M-V/def2-TZVPD",
  "homo_ev": [4.94, 0.35],
  "total_charge": -2,
  "spin_multiplicity": 2,
  "gap_ev": [2.49, 6.86],
  "symbols": ["C", "O", "H", "H", "H", "N", "C", "N", "H", "H", "H", "H", "H", "H"],
  "positions_angstrom": [[1.1531, -1.5543, 1.2363], [0.7498, -0.2573, 1.4543], [2.2619, -1.5796, 1.1667], [0.8234, -2.2795, 1.9967], [0.7948, -1.9608, 0.2650], [-1.7599, 0.6933, -0.2228], [-0.7991, 0.9138, -1.3241], [0.5747, 1.0943, -0.8537], [-2.1130, -0.2515, -0.1486], [-1.2680, 0.8886, 0.6418], [-0.7129, 0.0695, -1.9881], [-1.1532, 1.8449, -1.7697], [0.6488, 1.9860, -0.3717], [0.7996, 0.3925, -0.0820]],
  "atomic_forces_ev_per_a": [[0.04, 1.39, -0.37], [0.02, -0.70, 0.51], [0.24, -0.60, 0.11], [0.01, -0.33, 0.36], [-0.08, -0.15, -0.10], [-0.48, 0.20, 0.14], [0.45, 0.40, 0.93], [0.29, 0.05, 0.15], [0.33, -0.20, -0.20], [0.13, -0.35, 0.03], [-0.77, -0.42, -0.41], [0.41, -0.01, -0.66], [-0.10, 0.05, -0.09], [-0.48, 0.65, -0.41]],
  "nbo_charge": [-0.275, -0.991, 0.080, 0.078, 0.092, -0.948, -0.734, -0.939, 0.327, 0.368, 0.119, 0.099, 0.310, 0.413]
}


[2]
{
  "formula": "C2H9N2O",
  "method": "wB97M-V/def2-TZVPD",
  "homo_ev": [-3.48, -10.12],
  "total_charge": 0,
  "spin_multiplicity": 2,
  "gap_ev": [4.36, 10.82],
  "symbols": ["C", "N", "H", "H", "H", "H", "H", "H", "C", "N", "O", "H", "H", "H"],
  "positions_angstrom": [[3.1167, -0.7530, -0.6550], [2.1919, -0.8063, 0.5724], [3.8828, -1.6459, -0.3680], [2.5761, -1.1733, -1.5444], [3.4994, 0.1971, -0.8182], [1.2376, -0.3896, 0.5066], [2.4985, -0.4103, 1.5879], [1.9676, -1.8571, 0.8628], [-1.8993, 0.5846, -0.5126], [-2.9432, 1.1749, 0.1095], [-1.1845, 0.0288, 0.3261], [-1.6891, 0.6811, -1.5773], [-3.4542, 1.8746, -0.2210], [-3.0882, 0.9236, 1.1949]],
  "atomic_forces_ev_per_a": [[-0.35, -4.82, 1.07], [-1.06, -0.78, 1.63], [-1.19, 2.51, -0.74], [0.31, 0.75, 0.95], [0.85, 1.52, -0.11], [0.45, -0.04, -0.66], [0.45, -0.25, -1.56], [0.40, 1.11, -0.58], [0.66, -0.02, 4.25], [0.40, -3.17, 3.67], [1.23, -1.03, -2.10], [-0.30, 0.07, -0.11], [-2.72, 3.32, -1.98], [0.88, 0.84, -3.73]],
  "nbo_charge": [-0.486, -1.054, 0.207, 0.221, 0.215, 0.434, 0.216, 0.258, 0.494, -0.804, -0.645, 0.152, 0.373, 0.420]
}


Table of relative energy (zero: lowest compared OMol25 entry of this formula, charge and spin) (eV), in record order: 0.481; 2.437